{
  "formula": "C72H198N18O18",
  "method": "ωB97M-V/def2-TZVPD",
  "species": ["C", "C", "C", "O", "C", "N", "H", "H", "H", "H", "H", "H", "H", "H", "H", "H", "H", "C", "C", "C", "O", "C", "N", "H", "H", "H", "H", "H", "H", "H", "H", "H", "H", "H", "C", "C", "C", "O", "C", "N", "H", "H", "H", "H", "H", "H", "H", "H", "H", "H", "H", "C", "C", "C", "O", "C", "N", "H", "H", "H", "H", "H", "H", "H", "H", "H", "H", "H", "C", "C", "C", "O", "C", "N", "H", "H", "H", "H", "H", "H", "H", "H", "H", "H", "H", "C", "C", "C", "O", "C", "N", "H", "H", "H", "H", "H", "H", "H", "H", "H", "H", "H", "C", "C", "C", "O", "C", "N", "H", "H", "H", "H", "H", "H", "H", "H", "H", "H", "H", "C", "C", "C", "O", "C", "N", "H", "H", "H", "H", "H", "H", "H", "H", "H", "H", "H", "C", "C", "C", "O", "C", "N", "H", "H", "H", "H", "H", "H", "H", "H", "H", "H", "H", "C", "C", "C", "O", "C", "N", "H", "H", "H", "H", "H", "H", "H", "H", "H", "H", "H", "C", "C", "C", "O", "C", "N", "H", "H", "H", "H", "H", "H", "H", "H", "H", "H", "H", "C", "C", "C", "O", "C", "N", "H", "H", "H", "H", "H", "H", "H", "H", "H", "H", "H", "C", "C", "C", "O", "C", "N", "H", "H", "H", "H", "H", "H", "H", "H", "H", "H", "H", "C", "C", "C", "O", "C", "N", "H", "H", "H", "H", "H", "H", "H", "H", "H", "H", "H", "C", "C", "C", "O", "C", "N", "H", "H", "H", "H", "H", "H", "H", "H", "H", "H", "H", "C", "C", "C", "O", "C", "N", "H", "H", "H", "H", "H", "H", "H", "H", "H", "H", "H", "C", "C", "C", "O", "C", "N", "H", "H", "H", "H", "H", "H", "H", "H", "H", "H", "H", "C", "C", "C", "O", "C", "N", "H", "H", "H", "H", "H", "H", "H", "H", "H", "H", "H"],
  "xyz": [[24.174, -24.981, -1.273], [23.801, -23.732, -2.085], [24.905, -22.657, -2.074], [24.387, -21.507, -2.774], [25.147, -20.330, -2.743], [23.527, -24.216, -3.448], [24.946, -25.547, -1.795], [23.397, -25.722, -1.085], [24.550, -24.696, -0.291], [22.897, -23.326, -1.632], [25.827, -23.037, -2.513], [25.194, -22.349, -1.069], [25.268, -19.884, -1.756], [24.728, -19.496, -3.306], [26.163, -20.486, -3.105], [23.307, -23.454, -4.074], [22.661, -24.726, -3.547], [25.364, -29.439, 0.398], [24.056, -28.753, 0.010], [22.938, -29.837, -0.066], [22.729, -30.320, 1.213], [21.535, -31.103, 1.398], [23.751, -27.700, 0.964], [25.417, -29.601, 1.474], [26.204, -28.761, 0.245], [25.581, -30.351, -0.159], [24.308, -28.213, -0.902], [23.143, -30.522, -0.888], [22.032, -29.318, -0.379], [20.621, -30.586, 1.105], [21.400, -31.244, 2.470], [21.537, -32.083, 0.921], [22.846, -27.288, 0.785], [23.447, -28.296, 1.720], [22.304, -20.415, -0.275], [21.916, -19.310, -1.231], [20.445, -19.311, -1.676], [20.091, -20.628, -2.197], [18.695, -20.739, -2.296], [22.249, -17.958, -0.770], [21.562, -20.307, 0.516], [23.362, -20.374, -0.013], [22.196, -21.355, -0.816], [22.473, -19.411, -2.163], [20.088, -18.606, -2.426], [19.882, -19.099, -0.767], [18.286, -20.896, -1.298], [18.574, -21.565, -2.998], [18.314, -19.850, -2.800], [21.836, -17.713, 0.119], [21.803, -17.338, -1.430], [24.034, -20.358, 5.699], [24.609, -19.862, 4.337], [24.016, -20.616, 3.087], [24.413, -21.991, 3.006], [23.755, -22.589, 1.921], [24.294, -18.425, 4.243], [23.978, -21.439, 5.565], [22.968, -20.156, 5.805], [24.502, -20.001, 6.616], [25.686, -20.019, 4.400], [24.299, -20.164, 2.136], [22.930, -20.545, 3.142], [24.047, -23.639, 1.921], [24.077, -22.023, 1.047], [22.681, -22.507, 2.089], [24.758, -17.901, 4.970], [24.760, -18.146, 3.391], [25.435, -16.246, 1.477], [25.968, -16.746, 0.113], [26.401, -18.224, 0.135], [27.438, -18.450, 1.068], [27.611, -19.862, 1.434], [24.849, -16.606, -0.829], [25.043, -15.229, 1.477], [26.142, -16.472, 2.274], [24.527, -16.802, 1.713], [26.747, -16.013, -0.097], [26.768, -18.517, -0.849], [25.539, -18.853, 0.354], [28.507, -19.988, 2.041], [27.727, -20.419, 0.504], [26.749, -20.295, 1.941], [25.148, -16.897, -1.749], [24.058, -17.161, -0.532], [19.958, -23.980, 0.142], [20.816, -25.261, 0.332], [20.318, -26.103, 1.533], [21.044, -27.275, 1.734], [20.657, -27.869, 2.991], [20.640, -26.055, -0.871], [20.335, -23.332, -0.649], [20.031, -23.449, 1.092], [18.899, -24.165, -0.039], [21.872, -25.010, 0.433], [19.274, -26.342, 1.329], [20.430, -25.478, 2.419], [21.048, -27.169, 3.729], [21.135, -28.844, 3.084], [19.580, -28.038, 3.016], [20.789, -27.021, -0.617], [19.679, -26.081, -1.181], [24.020, -28.133, -3.804], [24.477, -27.487, -5.164], [23.306, -26.865, -6.020], [23.895, -26.499, -7.298], [22.982, -25.696, -8.013], [25.468, -26.461, -4.752], [24.916, -28.322, -3.212], [23.583, -29.111, -4.001], [23.328, -27.490, -3.261], [24.999, -28.239, -5.755], [22.991, -25.936, -5.545], [22.421, -27.487, -6.155], [23.383, -25.369, -8.972], [22.921, -24.735, -7.501], [22.009, -26.158, -8.179], [24.938, -25.923, -4.081], [25.567, -25.800, -5.509], [28.594, -29.880, -0.782], [28.789, -30.653, -2.107], [27.421, -30.884, -2.774], [26.740, -32.000, -2.181], [25.664, -32.468, -3.037], [29.596, -29.863, -3.005], [28.046, -30.426, -0.015], [28.093, -28.937, -0.999], [29.544, -29.633, -0.307], [29.310, -31.571, -1.835], [27.531, -31.130, -3.831], [26.841, -29.962, -2.752], [25.301, -33.428, -2.670], [26.082, -32.544, -4.040], [24.884, -31.710, -3.113], [29.128, -29.003, -3.252], [30.393, -29.542, -2.474], [25.881, -17.235, -8.651], [26.293, -15.774, -8.353], [25.316, -14.709, -9.047], [24.817, -15.139, -10.288], [23.906, -14.297, -10.911], [26.217, -15.653, -6.897], [25.857, -17.255, -9.741], [24.890, -17.454, -8.254], [26.558, -17.975, -8.224], [27.316, -15.477, -8.580], [25.743, -13.706, -9.074], [24.457, -14.559, -8.393], [23.002, -14.161, -10.317], [23.538, -14.805, -11.802], [24.299, -13.328, -11.220], [26.915, -16.258, -6.489], [25.346, -16.089, -6.630], [22.731, -14.119, -5.148], [21.983, -15.111, -5.994], [22.269, -16.603, -5.658], [23.654, -16.853, -5.920], [24.055, -18.160, -5.573], [20.553, -14.926, -5.759], [23.807, -14.278, -5.211], [22.466, -14.149, -4.091], [22.413, -13.143, -5.512], [22.309, -14.845, -7.000], [21.640, -17.246, -6.273], [21.955, -16.801, -4.633], [23.762, -18.826, -6.385], [23.552, -18.475, -4.659], [25.137, -18.139, -5.445], [20.300, -14.000, -6.071], [19.988, -15.471, -6.395], [22.770, -13.251, 0.086], [21.703, -13.895, -0.766], [20.988, -12.929, -1.679], [20.182, -11.996, -0.946], [18.991, -12.421, -0.318], [22.308, -14.951, -1.549], [22.376, -12.445, 0.705], [23.603, -12.847, -0.489], [23.191, -13.986, 0.772], [20.981, -14.335, -0.078], [20.349, -13.411, -2.419], [21.729, -12.312, -2.188], [18.251, -11.649, -0.107], [19.354, -12.929, 0.576], [18.385, -13.108, -0.908], [23.261, -14.680, -1.746], [22.536, -15.719, -0.935], [26.552, -25.701, 2.315], [25.981, -26.246, 3.627], [24.758, -25.406, 4.061], [24.227, -26.096, 5.237], [23.263, -25.336, 5.875], [25.571, -27.648, 3.475], [26.672, -24.624, 2.427], [25.914, -25.926, 1.459], [27.509, -26.210, 2.202], [26.675, -26.108, 4.456], [24.016, -25.340, 3.265], [25.051, -24.380, 4.283], [23.081, -25.689, 6.890], [22.325, -25.244, 5.328], [23.580, -24.318, 6.099], [24.810, -27.800, 4.121], [25.198, -27.741, 2.541], [28.603, -24.754, -4.446], [28.948, -25.830, -3.388], [28.533, -25.362, -1.987], [29.292, -24.228, -1.659], [28.740, -23.613, -0.500], [28.389, -27.166, -3.659], [29.268, -23.896, -4.348], [27.577, -24.447, -4.245], [28.644, -25.113, -5.474], [30.037, -25.778, -3.402], [28.851, -26.161, -1.318], [27.448, -25.311, -1.899], [29.054, -24.165, 0.386], [27.650, -23.605, -0.536], [29.070, -22.577, -0.564], [28.643, -27.402, -4.608], [27.382, -27.100, -3.679], [26.903, -16.781, -3.551], [28.291, -17.097, -4.112], [29.138, -18.045, -3.206], [28.488, -19.250, -2.954], [29.138, -20.028, -1.989], [28.161, -17.599, -5.528], [26.429, -15.922, -4.025], [27.003, -16.436, -2.522], [26.230, -17.628, -3.416], [28.768, -16.122, -4.216], [29.281, -17.686, -2.187], [30.173, -18.058, -3.549], [30.083, -20.317, -2.449], [28.536, -20.936, -1.968], [29.269, -19.502, -1.043], [27.900, -18.575, -5.513], [29.084, -17.635, -5.937], [26.533, -22.077, -5.913], [25.499, -22.709, -6.821], [26.060, -22.816, -8.249], [26.192, -21.484, -8.800], [26.681, -21.448, -10.161], [25.165, -24.029, -6.259], [26.346, -22.217, -4.848], [26.757, -21.031, -6.124], [27.445, -22.658, -6.049], [24.611, -22.083, -6.910], [25.427, -23.416, -8.903], [26.992, -23.380, -8.272], [26.988, -20.424, -10.375], [25.842, -21.665, -10.821], [27.478, -22.166, -10.354], [24.311, -24.436, -6.614], [24.889, -23.712, -5.340], [21.314, -22.074, -7.241], [21.909, -21.173, -6.103], [20.865, -20.114, -5.530], [20.214, -19.403, -6.569], [19.179, -18.601, -6.057], [22.408, -21.997, -5.048], [21.032, -21.575, -8.168], [20.463, -22.619, -6.831], [22.035, -22.798, -7.620], [22.715, -20.548, -6.487], [21.315, -19.436, -4.805], [20.111, -20.707, -5.011], [18.365, -19.234, -5.702], [18.796, -17.901, -6.800], [19.595, -18.099, -5.184], [21.749, -22.538, -4.505], [22.942, -21.405, -4.428], [21.756, -32.726, -4.152], [21.304, -32.177, -2.791], [20.450, -30.863, -2.899], [21.221, -29.831, -3.486], [20.654, -28.546, -3.237], [20.510, -33.207, -2.064], [22.338, -33.641, -4.038], [22.345, -32.042, -4.764], [20.873, -33.006, -4.726], [22.162, -32.026, -2.137], [20.220, -30.667, -1.852], [19.596, -31.053, -3.549], [21.249, -27.732, -3.651], [20.350, -28.305, -2.218], [19.700, -28.493, -3.762], [19.637, -33.346, -2.552], [21.016, -34.081, -2.077], [19.659, -24.936, -5.246], [19.241, -23.905, -4.133], [18.094, -24.504, -3.223], [18.479, -25.775, -2.664], [17.439, -26.553, -2.144], [20.427, -23.539, -3.422], [20.692, -24.733, -5.530], [19.054, -24.988, -6.151], [19.791, -25.931, -4.822], [18.813, -23.005, -4.573], [17.218, -24.615, -3.863], [17.971, -23.778, -2.419], [17.841, -27.494, -1.767], [16.665, -26.740, -2.888], [16.984, -26.028, -1.304], [20.308, -22.791, -2.754], [20.463, -24.377, -2.860]],
  "fmax_ha_per_bohr": 0.0511,
  "spin_multiplicity": 1,
  "total_energy_ev": -141540.215,
  "total_charge": 0,
  "orbital_gap_ev": 8.28,
  "relative_energy_kj_mol": 245.6,
  "molar_mass_g_mol": 1604.48,
  "e_homo_ev": -8.2
}